This record from the OMol25 dataset describes a 2-piece molecular cluster, C3H6INOS overall. The level of theory is wB97M-V/def2-TZVPD.

XYZ file:
```
13
Properties=species:S:1:pos:R:3:forces:R:3
C 0.72713 0.21694 -0.76115 -1.6 -0.4 -0.7
C 0.36890 1.11982 0.42544 1.1 1.5 1.0
C 0.53128 -0.27170 0.60261 0.6 -2.5 1.2
N -1.38918 -1.96520 -1.24350 0.0 0.9 0.1
O -2.53111 -2.54608 1.01355 0.7 1.0 -0.9
S -1.86876 -1.59768 0.10919 0.7 -1.4 0.7
I -3.24389 0.65132 0.07923 -0.5 0.3 -0.2
H -0.10818 0.07623 -1.56421 1.6 0.3 1.7
H 1.71520 0.15868 -1.12120 1.0 0.0 -0.6
H 1.02204 1.81689 1.02130 -0.4 -0.7 -1.0
H -0.60164 1.51002 0.30608 -1.2 0.4 0.0
H 1.20867 -0.86720 1.34105 -1.5 1.1 -1.7
H -1.18076 -2.76522 -1.80749 -0.5 -0.5 0.2
```
Positions in Å, forces in eV/Å.

Orbital gap (alpha / beta): 6.1430 / 7.7802 eV
Energy: -943.58872 Ha

Taken from the Mulliken analysis, the atomic charges in e are:
1. C -0.41
2. C -0.29
3. C -0.05
4. N -0.33
5. O -0.53
6. S 0.46
7. I -0.05
8. H 0.18
9. H 0.27
10. H 0.22
11. H 0.00
12. H 0.28
13. H 0.25

***

This record from the OMol25 dataset describes one molecule with the formula C6H8ClNO3S. The level of theory is wB97M-V/def2-TZVPD.

XYZ file:
```
20
Properties=species:S:1:pos:R:3:forces:R:3
C 0.96918 -0.21660 1.54868 1.6 0.2 -3.8
C 1.74698 -1.10967 -0.52801 0.4 -0.2 2.4
C -0.27843 0.14888 0.97486 0.9 -0.4 -2.1
C -3.35523 1.09346 0.45583 0.7 0.3 5.2
C 3.75059 -0.43132 -1.54035 -0.9 1.2 1.1
C -2.59166 -0.11221 1.05807 -0.4 2.1 0.5
N -0.32510 0.29956 -0.35572 -0.9 0.5 1.6
O 0.62619 -0.00488 -2.71918 0.1 0.1 0.5
O 3.00213 -1.32277 -0.68728 -1.6 0.3 0.5
O -1.34394 0.20151 1.75530 -0.6 0.3 -0.9
S 0.99302 0.33725 -1.33001 -1.1 0.3 0.5
Cl 1.21384 -0.94327 2.96910 -0.2 -0.7 1.5
H -4.20362 0.73529 -0.02280 -1.3 -0.5 -1.4
H -3.75386 1.65115 1.40132 0.7 -0.4 -1.8
H -2.66471 1.69072 -0.06014 0.4 0.9 -1.2
H 4.41156 -1.13637 -1.89230 2.0 -0.8 -1.6
H 4.23590 0.30571 -0.87442 -0.2 -0.2 -0.5
H 3.06560 0.02508 -2.27627 0.9 -0.3 0.1
H -2.35902 -0.71690 0.23372 0.3 -1.6 -0.6
H -3.13941 -0.49459 1.88960 -0.7 -1.0 0.0
```
Positions in Å, forces in eV/Å.

Orbital gap (alpha / beta): 6.7852 / 6.8968 eV
Energy: -1371.98545 Ha

Taken from the Mulliken analysis, the atomic charges in e are:
1. C -0.36
2. C 0.02
3. C 1.02
4. C -1.02
5. C -0.64
6. C -0.40
7. N -0.39
8. O -0.58
9. O -0.15
10. O -0.37
11. S 0.34
12. Cl -0.09
13. H 0.36
14. H 0.23
15. H 0.34
16. H 0.24
17. H 0.26
18. H 0.41
19. H 0.42
20. H 0.35

***

This record from the OMol25 dataset describes C47H50FeN2O4PTe as an isolated structure. The level of theory is wB97M-V/def2-TZVPD.

XYZ file:
```
106
Properties=species:S:1:pos:R:3:forces:R:3
Fe -10.81270 13.98830 13.27655 0.3 -1.3 -0.2
N -8.11041 13.79258 10.91256 -0.8 0.4 -0.2
C -7.16606 13.22408 11.69372 0.8 -0.5 0.7
C -5.81242 13.45902 11.31237 -0.6 0.8 -0.9
C -4.76839 12.78731 11.86417 0.5 0.1 0.4
C -5.05064 11.90248 12.89696 0.8 -1.2 0.9
C -6.33019 11.70792 13.39184 0.5 0.5 -0.6
C -7.41901 12.40577 12.84624 0.6 -0.2 -1.1
P -9.03216 12.12451 13.57356 -1.1 2.0 -0.2
C -8.69352 11.92954 15.33220 1.0 -0.2 1.2
C -9.06616 10.83698 16.12440 0.3 0.1 -0.6
C -8.64835 10.75860 17.45036 -0.7 -1.0 0.4
C -7.83285 11.71831 18.00576 -0.3 0.2 0.4
C -7.47550 12.82411 17.24790 0.5 0.4 0.4
C -7.88656 12.92351 15.94244 -0.5 0.1 -1.2
C -9.70315 10.57599 13.03869 0.0 -1.3 -0.4
C -8.96828 9.70166 12.23590 0.0 -0.3 0.1
C -9.48616 8.46948 11.86199 -0.2 0.0 -0.1
C -10.76796 8.10266 12.26115 0.8 -0.2 -0.4
C -11.49861 8.97151 13.01885 -0.4 0.5 0.7
C -10.98701 10.19526 13.43156 -0.3 0.8 0.1
H -7.87340 14.63426 10.40311 -0.2 -0.5 0.0
H -9.06469 13.45933 10.84093 0.2 0.3 0.3
H -5.62148 14.15932 10.47870 -0.3 -0.4 0.4
H -3.72454 12.95337 11.53081 -0.9 -0.1 0.2
H -4.21737 11.32890 13.32104 -0.4 0.2 0.0
H -6.51464 11.03884 14.22310 0.2 0.0 0.0
H -9.59687 9.99604 15.68218 -0.1 0.3 0.1
H -9.02430 9.91069 18.05565 0.5 0.6 -0.4
H -7.53977 11.66230 19.05038 0.0 -0.1 -0.2
H -6.86525 13.61551 17.70035 -0.2 -0.3 -0.3
H -7.57946 13.76584 15.30768 -0.1 -0.2 0.5
H -7.96378 9.96326 11.94263 0.1 0.1 -0.1
H -8.90230 7.79221 11.25835 0.2 0.0 -0.1
H -11.19579 7.14156 12.01462 0.1 -0.1 -0.2
H -12.47941 8.66536 13.31620 -0.5 0.1 0.2
H -11.59299 10.90881 14.01935 0.2 -0.6 -0.3
C -11.21770 14.32939 17.39140 -0.2 -0.8 0.2
C -11.70948 14.59235 15.99258 0.1 -0.9 -0.5
C -12.78984 15.64360 15.93869 -0.5 -0.1 0.1
O -10.58957 14.92421 15.09598 -0.1 1.8 1.4
C -12.38412 13.29491 15.43444 -1.0 -1.7 -0.4
O -13.00617 12.56918 16.22475 1.0 1.2 -1.1
O -12.32384 13.07786 14.12620 0.2 0.6 2.2
H -10.79961 15.19903 17.85830 0.2 0.8 0.2
H -10.43648 13.55224 17.42119 -0.4 0.1 -0.1
H -12.10375 14.00386 17.95734 0.5 0.0 0.0
H -12.53265 16.52859 16.51624 0.1 0.2 0.0
H -13.67031 15.17987 16.41139 0.1 0.4 -0.2
H -13.02931 15.91636 14.90304 0.0 -0.1 0.2
H -10.42040 15.89601 15.22605 -0.1 -1.4 -0.4
C -14.79750 23.49580 10.46563 0.3 0.2 -0.1
C -14.28018 22.12370 10.76058 -0.5 -0.8 -0.1
C -14.76048 21.01926 10.04438 0.3 -0.3 -0.2
C -14.32560 19.71548 10.31011 -0.2 -0.3 0.7
C -14.87699 18.52401 9.54192 -0.1 0.6 -0.6
C -13.40316 19.53183 11.35917 0.2 -0.7 -0.6
Te -12.77154 17.55151 11.95684 -0.7 -0.2 0.5
N -11.11004 14.84677 11.72749 -0.3 1.0 -0.3
C -11.47667 15.06701 10.54158 0.5 -1.7 0.0
O -11.96918 16.13460 10.03871 -0.7 1.3 -0.9
C -11.24210 13.90895 9.56201 -0.8 0.4 0.0
C -10.52544 14.14748 8.39756 0.4 0.3 0.4
C -9.97916 13.08199 7.72279 0.2 -0.8 -1.3
C -10.30153 11.76387 8.09308 0.7 0.9 -0.9
C -11.14640 11.54892 9.14790 -0.4 -0.8 0.3
C -11.64483 12.60372 9.87429 0.4 1.0 0.7
C -14.72099 16.89209 12.79024 -0.2 -0.1 0.1
C -15.26370 17.48014 13.95345 0.5 0.1 -0.2
C -14.55929 18.60788 14.66485 0.2 -0.1 -0.2
C -16.47110 17.00755 14.47772 -0.2 0.0 -0.1
C -17.22435 15.99762 13.84959 0.6 0.2 -0.5
C -18.57141 15.55328 14.36296 0.6 0.4 -0.2
C -16.68100 15.43558 12.69090 1.0 -0.2 0.1
C -15.40735 15.81785 12.20656 -0.4 0.0 0.3
C -14.81515 15.01963 11.09530 0.0 -0.4 -0.3
C -12.78505 20.61752 11.97497 -0.3 0.1 -0.3
C -11.51546 20.51575 12.76720 0.0 0.2 0.6
C -13.32603 21.88210 11.73470 1.0 0.4 0.3
H -15.66459 23.47133 9.79885 0.2 0.0 0.2
H -14.01177 24.10912 10.01528 -0.1 -0.1 -0.2
H -15.04875 24.01122 11.38486 -0.3 0.1 0.2
H -15.46051 21.16857 9.22428 0.0 0.0 0.2
H -15.36831 18.90057 8.63089 0.1 -0.2 0.2
H -15.64673 17.98172 10.09504 0.2 0.0 0.2
H -14.09709 17.81808 9.21448 -0.2 0.2 0.3
H -10.32101 15.17262 8.09562 0.0 -0.2 0.1
H -9.33544 13.26402 6.83857 -0.5 -0.2 0.7
H -9.91183 10.93703 7.51889 0.1 -0.1 0.0
H -11.39003 10.53328 9.44272 -0.1 0.0 -0.1
H -12.26454 12.44151 10.75208 0.1 0.0 0.0
H -13.52658 18.38810 14.94219 0.0 -0.2 -0.2
H -15.07056 18.84945 15.57262 -0.4 0.1 0.6
H -14.52885 19.52042 14.07873 0.0 0.1 -0.3
H -16.82765 17.47613 15.40925 0.0 -0.3 -0.5
H -18.91252 16.32617 15.04573 -0.4 -0.2 0.2
H -18.49338 14.59659 14.88572 -0.1 0.1 -0.1
H -19.25863 15.47825 13.51535 0.0 -0.1 0.3
H -17.13095 14.58046 12.15658 -0.1 0.6 0.5
H -15.55206 14.32527 10.68221 0.0 0.2 -0.1
H -13.98048 14.39507 11.43152 0.0 0.2 0.2
H -14.42298 15.66375 10.31517 0.0 0.0 -0.3
H -10.62757 20.48756 12.13336 -0.1 -0.1 -0.2
H -11.47293 19.64993 13.42962 -0.1 0.0 0.0
H -11.39927 21.40792 13.37913 0.0 0.1 0.1
H -12.85757 22.69289 12.30907 -0.4 0.0 -0.4
```
Positions in Å, forces in eV/Å.

Orbital gap (alpha / beta): 6.9900 / 6.0945 eV
Multiplicity: 6
Energy: -4104.50479 Ha

Atom charges from the Mulliken analysis, given in e for atoms 1 to 99:
1. Fe 0.55
2. N 0.01
3. C 0.57
4. C -0.40
5. C -0.67
6. C -0.81
7. C -0.43
8. C -0.23
9. P 1.59
10. C 0.44
11. C -0.39
12. C -0.57
13. C -0.53
14. C -0.70
15. C -0.35
16. C 1.05
17. C -0.85
18. C -0.77
19. C -0.63
20. C -0.76
21. C -0.33
22. H 0.27
23. H -0.45
24. H 0.28
25. H 0.36
26. H 0.35
27. H 0.55
28. H 0.38
29. H 0.33
30. H 0.35
31. H 0.37
32. H 0.35
33. H 0.39
34. H 0.43
35. H 0.39
36. H 0.48
37. H 0.26
38. C -1.70
39. C 2.26
40. C -1.78
41. O -0.60
42. C 0.29
43. O -0.71
44. O -0.56
45. H 0.47
46. H 0.11
47. H 0.37
48. H 0.54
49. H 0.48
50. H 0.16
51. H 0.24
52. C -1.47
53. C 0.53
54. C -0.74
55. C 0.60
56. C -1.22
57. C 0.49
58. Te 0.08
59. N -0.60
60. C 0.49
61. O -0.78
62. C -0.17
63. C -0.25
64. C -0.50
65. C -0.63
66. C -0.56
67. C 0.25
68. C -0.01
69. C 1.40
70. C -1.56
71. C -1.05
72. C 0.49
73. C -1.43
74. C -1.25
75. C 1.47
76. C -1.29
77. C 0.83
78. C -1.68
79. C -0.74
80. H 0.35
81. H 0.31
82. H 0.36
83. H 0.30
84. H 0.45
85. H 0.22
86. H 0.13
87. H 0.42
88. H 0.35
89. H 0.42
90. H 0.38
91. H 0.40
92. H 0.19
93. H 0.45
94. H 0.33
95. H 0.28
96. H 0.37
97. H 0.29
98. H 0.38
99. H 0.30

***

This record from the OMol25 dataset describes C4H5Li2O as an isolated structure. The level of theory is wB97M-V/def2-TZVPD.

XYZ file:
```
12
Properties=species:S:1:pos:R:3:forces:R:3
C -1.08154 -1.11037 0.02144 0.9 -0.3 0.1
C -0.73897 -0.97093 1.29111 -1.0 0.8 0.8
C -0.69895 -0.61219 2.56307 -0.6 -0.4 -1.0
H -0.55681 -1.81696 -0.62533 0.1 0.5 0.0
H -1.92381 -0.55645 -0.39999 -0.1 -0.5 0.3
H -0.53869 0.43076 2.82826 0.9 -0.3 0.1
H -1.05820 -1.29742 3.33818 0.0 0.3 -0.3
O 1.89332 1.18423 1.06956 -0.3 -0.2 0.1
C 2.93123 0.70165 1.61347 0.7 0.6 -0.7
Li 0.63737 0.72156 -0.22977 0.1 0.0 0.3
Li 3.27474 1.07615 -0.40483 -0.1 -0.3 0.5
H 2.98528 0.89937 2.72015 -0.5 -0.2 -0.1
```
Positions in Å, forces in eV/Å.

Orbital gap (alpha / beta): 4.0437 / 7.6366 eV
Multiplicity: 2
Energy: -245.55159 Ha

Taken from the Mulliken analysis, the atomic charges in e are:
1. C -1.08
2. C 0.43
3. C -0.50
4. H 0.33
5. H 0.33
6. H 0.24
7. H 0.23
8. O -0.28
9. C -0.28
10. Li 0.27
11. Li 0.26
12. H 0.05